Entry 1:
{
  "formula": "C3H5NO2",
  "method": "ωB97M-V with the def2-TZVPD basis set",
  "charge": 0,
  "homo_energy_ev": [-9.18, -9.18],
  "symbols": ["C", "N", "O", "C", "C", "O", "H", "H", "H", "H", "H"],
  "positions_angstrom": [[1.708, 0.202, 0.037], [0.426, -0.421, 0.022], [0.388, -1.664, -0.040], [-0.789, 0.413, 0.148], [-2.070, -0.227, 0.011], [-3.101, 0.396, 0.052], [1.773, 0.440, -0.995], [1.905, 1.079, 0.633], [2.449, -0.507, 0.360], [-0.606, 1.569, 0.103], [-2.082, -1.279, -0.332]],
  "lowdin_charge": [-0.018, -0.295, -0.003, 0.030, -0.314, 0.027, 0.098, 0.098, 0.099, 0.155, 0.124]
}

Entry 2:
{
  "formula": "C3H6N4O",
  "method": "ωB97M-V with the def2-TZVPD basis set",
  "charge": 0,
  "homo_energy_ev": -8.49,
  "symbols": ["N", "C", "C", "N", "N", "N", "C", "O", "H", "H", "H", "H", "H", "H"],
  "positions_angstrom": [[1.536, 0.308, 1.635], [0.690, 0.418, 0.522], [0.313, 1.436, -0.404], [-0.594, 0.959, -1.265], [-0.781, -0.296, -0.921], [-1.760, -1.034, -1.537], [-0.078, -0.647, 0.161], [-0.122, -1.842, 0.759], [2.538, 0.585, 1.602], [1.114, 0.806, 2.499], [0.761, 2.462, -0.524], [-2.558, -0.391, -1.510], [-1.563, -1.067, -2.543], [0.503, -1.698, 1.526]],
  "lowdin_charge": [0.035, -0.306, -0.091, 0.050, -0.223, 0.109, -0.326, 0.095, 0.095, 0.125, 0.117, 0.095, 0.098, 0.127]
}

Entry 3:
{
  "formula": "CH3O2S2",
  "method": "ωB97M-V with the def2-TZVPD basis set",
  "charge": -1,
  "homo_energy_ev": [-3.95, -3.77],
  "symbols": ["C", "O", "O", "S", "S", "H", "H", "H"],
  "positions_angstrom": [[-1.577, -1.127, -0.420], [0.719, 1.932, 1.228], [1.905, 1.697, -0.931], [2.435, -0.349, 1.098], [1.232, 1.060, 0.183], [-0.959, -0.320, -0.046], [-1.152, -1.835, -1.040], [-2.603, -1.059, -0.071]],
  "lowdin_charge": [0.093, -0.540, -0.528, -0.049, 0.163, -0.073, -0.045, -0.021]
}

Entry 4:
{
  "formula": "C42H44AlBO2P2",
  "method": "ωB97M-V with the def2-TZVPD basis set",
  "charge": 2,
  "homo_energy_ev": -14.14,
  "symbols": ["C", "C", "C", "C", "C", "C", "P", "C", "C", "C", "C", "C", "C", "Al", "P", "C", "C", "C", "C", "C", "C", "C", "C", "C", "C", "C", "C", "C", "C", "C", "C", "C", "C", "C", "C", "C", "C", "C", "C", "H", "H", "H", "H", "H", "H", "H", "H", "H", "H", "H", "H", "H", "H", "H", "H", "H", "H", "H", "H", "H", "H", "H", "H", "H", "H", "H", "H", "H", "H", "H", "H", "C", "C", "C", "O", "B", "O", "C", "C", "C", "H", "H", "H", "H", "H", "H", "H", "H", "H", "H", "H", "H"],
  "positions_angstrom": [[0.635, -1.656, -3.430], [-0.403, -1.958, -2.524], [-1.736, -1.954, -2.971], [-2.014, -1.723, -4.310], [-0.986, -1.333, -5.180], [0.329, -1.223, -4.723], [-0.042, -2.144, -0.735], [-1.291, -3.331, -0.158], [-2.324, -2.930, 0.706], [-3.359, -3.821, 1.001], [-3.374, -5.115, 0.484], [-2.298, -5.530, -0.297], [-1.250, -4.661, -0.603], [0.201, 0.040, 0.008], [0.046, 2.240, -0.660], [-1.320, 2.278, -1.915], [-1.154, 2.653, -3.269], [-2.179, 2.405, -4.183], [-3.361, 1.801, -3.757], [-3.574, 1.515, -2.408], [-2.557, 1.753, -1.503], [-0.228, 3.636, 0.442], [0.652, 3.755, 1.535], [0.467, 4.799, 2.446], [-0.592, 5.708, 2.306], [-1.413, 5.595, 1.180], [-1.270, 4.554, 0.263], [1.704, 2.605, -1.350], [2.725, 1.628, -1.300], [3.824, 1.734, -2.150], [3.988, 2.889, -2.923], [3.031, 3.910, -2.896], [1.879, 3.767, -2.124], [1.527, -3.087, -0.642], [1.970, -3.909, -1.685], [3.223, -4.509, -1.611], [4.041, -4.320, -0.491], [3.554, -3.578, 0.586], [2.297, -2.982, 0.532], [1.499, 3.065, 1.631], [1.138, 4.873, 3.296], [-0.727, 6.510, 3.046], [-2.226, 6.311, 1.065], [-1.924, 4.488, -0.613], [-0.251, 3.157, -3.618], [-2.032, 2.684, -5.229], [-4.118, 1.529, -4.490], [-4.537, 1.125, -2.061], [-2.690, 1.513, -0.441], [2.593, 0.721, -0.688], [4.549, 0.908, -2.192], [4.890, 3.005, -3.513], [3.169, 4.814, -3.496], [1.101, 4.536, -2.117], [1.353, -4.076, -2.569], [3.592, -5.115, -2.429], [5.035, -4.758, -0.435], [4.155, -3.438, 1.485], [1.903, -2.408, 1.372], [-2.298, -1.922, 1.119], [-4.151, -3.480, 1.657], [-4.200, -5.781, 0.723], [-2.289, -6.551, -0.667], [-0.409, -5.030, -1.190], [-2.552, -2.146, -2.276], [-3.054, -1.769, -4.653], [-1.226, -1.116, -6.217], [1.095, -0.818, -5.394], [1.675, -1.648, -3.070], [0.657, 0.372, -1.745], [1.015, 0.198, -2.503], [1.603, 1.134, 4.419], [0.787, -0.133, 4.161], [1.198, -1.142, 5.207], [1.044, -0.664, 2.862], [0.073, 0.004, 2.084], [-0.988, 0.633, 2.776], [-0.782, 0.188, 4.113], [-1.606, -1.068, 4.400], [-1.241, 1.244, 5.093], [1.503, 1.457, 5.462], [1.317, 1.970, 3.779], [2.663, 0.931, 4.242], [2.272, -1.324, 5.136], [0.982, -0.756, 6.209], [0.688, -2.096, 5.088], [-1.509, -1.379, 5.447], [-2.664, -0.857, 4.223], [-1.333, -1.915, 3.769], [-0.778, 2.214, 4.916], [-2.323, 1.369, 5.012], [-1.009, 0.935, 6.118]],
  "lowdin_charge": [-0.158, -0.370, -0.070, -0.053, -0.048, -0.056, 1.070, -0.340, -0.081, -0.055, -0.040, -0.043, -0.055, 0.554, 1.034, -0.339, -0.056, -0.051, -0.054, -0.059, -0.111, -0.344, -0.083, -0.053, -0.036, -0.053, -0.061, -0.351, -0.129, -0.051, -0.039, -0.041, -0.073, -0.339, -0.100, -0.044, -0.038, -0.052, -0.070, 0.113, 0.115, 0.127, 0.119, 0.114, 0.105, 0.123, 0.120, 0.125, 0.118, 0.090, 0.125, 0.119, 0.125, 0.124, 0.114, 0.118, 0.121, 0.120, 0.093, 0.096, 0.115, 0.122, 0.120, 0.109, 0.115, 0.124, 0.118, 0.124, 0.112, -0.012, 0.195, -0.001, -0.488, -0.001, 0.044, -0.616, 0.066, -0.489, -0.008, 0.002, 0.106, 0.070, 0.104, 0.102, 0.107, 0.089, 0.103, 0.100, 0.089, 0.087, 0.101, 0.107]
}

Entry 5:
{
  "formula": "C29H37BrIN7O5PbS",
  "method": "ωB97M-V with the def2-TZVPD basis set",
  "charge": 0,
  "homo_energy_ev": -7.30,
  "symbols": ["Pb", "C", "N", "C", "C", "O", "C", "O", "C", "C", "O", "N", "C", "C", "H", "H", "H", "H", "H", "H", "H", "H", "H", "H", "H", "H", "H", "H", "H", "H", "C", "C", "N", "C", "C", "C", "O", "C", "C", "N", "C", "C", "C", "C", "C", "C", "I", "C", "O", "H", "H", "H", "H", "H", "H", "H", "H", "H", "H", "H", "H", "N", "N", "C", "N", "S", "H", "H", "H", "H", "H", "Br", "C", "C", "C", "C", "C", "C", "H", "H", "H", "H"],
  "positions_angstrom": [[-0.444, 0.126, 0.007], [0.525, -4.373, -2.112], [1.450, -3.853, -1.117], [2.298, -4.831, -0.454], [1.588, -2.519, -0.962], [0.946, -1.697, -1.610], [2.583, -2.052, 0.099], [2.848, -0.680, -0.015], [3.721, -0.398, -1.079], [3.457, 1.010, -1.605], [2.401, 1.572, -1.386], [4.450, 1.579, -2.340], [4.291, 2.946, -2.803], [5.678, 0.921, -2.742], [1.060, -4.737, -2.993], [-0.154, -3.584, -2.413], [-0.046, -5.194, -1.677], [1.748, -5.767, -0.377], [2.554, -4.522, 0.555], [3.217, -5.020, -1.018], [3.512, -2.627, 0.041], [2.117, -2.219, 1.074], [3.566, -1.095, -1.913], [4.757, -0.493, -0.736], [3.394, 3.368, -2.361], [4.208, 2.978, -3.892], [5.159, 3.538, -2.503], [5.618, -0.155, -2.617], [6.536, 1.295, -2.176], [5.857, 1.120, -3.800], [-0.542, -4.631, 1.700], [-1.745, -3.820, 2.074], [-2.772, -4.435, 2.595], [-3.863, -3.709, 2.938], [-3.917, -2.350, 2.832], [-5.165, -1.643, 3.294], [-4.988, -0.947, 4.530], [-2.803, -1.647, 2.298], [-2.800, -0.211, 2.427], [-1.941, 0.606, 1.933], [-2.083, 1.990, 2.172], [-3.316, 2.630, 2.031], [-3.432, 4.002, 2.171], [-2.312, 4.769, 2.452], [-1.081, 4.152, 2.614], [-0.970, 2.777, 2.481], [0.896, 1.900, 2.870], [-1.697, -2.394, 1.820], [-0.660, -1.923, 1.226], [-0.751, -5.684, 1.877], [0.325, -4.326, 2.293], [-0.291, -4.462, 0.654], [-4.711, -4.272, 3.312], [-5.973, -2.374, 3.373], [-5.480, -0.885, 2.577], [-4.670, -1.582, 5.180], [-3.576, 0.196, 3.077], [-4.187, 2.036, 1.782], [-4.398, 4.472, 2.046], [-2.391, 5.845, 2.539], [-0.203, 4.737, 2.850], [0.011, 1.030, -3.326], [-0.250, 2.363, -3.645], [-0.682, 3.300, -2.783], [-0.738, 4.560, -3.301], [-1.125, 3.009, -1.204], [0.661, 0.990, -2.542], [-0.858, 0.577, -3.058], [0.140, 2.660, -4.524], [-0.788, 4.690, -4.298], [-1.208, 5.241, -2.732], [-6.226, -1.169, -3.860], [-4.675, -0.849, -2.803], [-4.737, 0.066, -1.765], [-3.596, 0.293, -1.005], [-2.389, -0.373, -1.240], [-2.382, -1.279, -2.301], [-3.506, -1.527, -3.088], [-5.658, 0.597, -1.560], [-3.660, 1.036, -0.216], [-1.468, -1.816, -2.541], [-3.469, -2.235, -3.906]],
  "lowdin_charge": [1.221, -0.019, -0.137, -0.048, -0.443, -0.039, -0.132, -0.144, -0.124, -0.405, 0.022, -0.149, -0.034, -0.049, 0.098, 0.071, 0.091, 0.091, 0.084, 0.097, 0.126, 0.142, 0.143, 0.131, 0.085, 0.091, 0.092, 0.077, 0.096, 0.092, -0.027, -0.257, 0.110, -0.114, -0.170, -0.213, -0.064, -0.070, -0.056, -0.050, -0.372, -0.038, -0.075, -0.087, -0.162, -0.656, 0.913, -0.301, -0.214, 0.079, 0.085, 0.052, 0.106, 0.115, 0.120, 0.093, 0.126, 0.111, 0.107, 0.104, 0.090, 0.052, -0.085, -0.877, 0.069, 0.645, 0.012, 0.041, 0.134, 0.096, 0.080, 0.694, -0.701, -0.136, -0.149, -0.316, -0.153, -0.139, 0.096, 0.064, 0.068, 0.096]
}

Entry 6:
{
  "formula": "C16H43BO8Si2",
  "method": "ωB97M-V with the def2-TZVPD basis set",
  "charge": 0,
  "homo_energy_ev": -9.38,
  "symbols": ["C", "C", "O", "O", "C", "Si", "O", "Si", "C", "B", "O", "O", "H", "H", "H", "H", "H", "H", "H", "H", "H", "H", "H", "H", "H", "C", "C", "O", "C", "C", "H", "H", "H", "H", "H", "H", "H", "H", "H", "H", "C", "C", "O", "C", "C", "H", "H", "H", "H", "H", "H", "H", "H", "H", "H", "C", "C", "O", "C", "C", "H", "H", "H", "H", "H", "H", "H", "H", "H", "H"],
  "positions_angstrom": [[-1.493, 0.287, -0.245], [-0.224, 0.234, 0.550], [0.619, 1.092, 0.547], [-0.116, -0.885, 1.310], [1.160, -1.550, 1.298], [1.987, -1.764, -0.385], [3.498, -1.131, -0.365], [4.029, 0.231, -1.157], [4.413, -0.214, -2.920], [3.129, -0.239, -3.822], [2.627, -1.428, -4.333], [2.509, 0.960, -4.166], [-1.809, 1.321, -0.362], [-1.294, -0.150, -1.227], [-2.280, -0.300, 0.224], [0.962, -2.537, 1.721], [1.863, -1.045, 1.969], [2.100, -3.202, -0.699], [1.188, -1.100, -1.456], [2.953, 1.250, -1.115], [5.208, 0.748, -0.440], [5.129, 0.522, -3.301], [4.904, -1.191, -2.906], [2.112, -1.991, -3.752], [1.907, 1.235, -3.467], [-4.004, -4.277, 4.858], [-2.870, -4.285, 3.847], [-2.933, -3.233, 2.899], [-2.868, -1.921, 3.434], [-1.579, -1.619, 4.176], [-4.968, -4.244, 4.348], [-3.962, -5.184, 5.463], [-3.946, -3.425, 5.536], [-2.911, -5.196, 3.250], [-1.903, -4.281, 4.364], [-3.735, -1.720, 4.074], [-2.953, -1.266, 2.566], [-1.489, -2.184, 5.105], [-1.539, -0.558, 4.428], [-0.725, -1.856, 3.542], [-0.668, 2.683, 3.916], [-0.278, 4.039, 4.477], [-0.917, 4.364, 5.700], [-0.657, 3.486, 6.781], [0.808, 3.405, 7.176], [-1.754, 2.598, 3.848], [-0.240, 2.556, 2.920], [-0.301, 1.863, 4.536], [-0.580, 4.828, 3.789], [0.811, 4.104, 4.581], [-1.046, 2.483, 6.567], [-1.244, 3.886, 7.608], [1.416, 2.925, 6.408], [0.910, 2.820, 8.091], [1.209, 4.403, 7.356], [-1.572, 0.273, -8.835], [-0.621, 1.369, -8.385], [-0.276, 1.309, -7.013], [0.391, 0.126, -6.597], [1.719, -0.114, -7.291], [-2.454, 0.247, -8.193], [-1.894, 0.463, -9.860], [-1.105, -0.712, -8.814], [-1.093, 2.344, -8.509], [0.279, 1.366, -9.011], [-0.267, -0.744, -6.716], [0.561, 0.258, -5.532], [1.584, -0.346, -8.350], [2.228, -0.959, -6.829], [2.356, 0.767, -7.209]],
  "lowdin_charge": [0.030, -0.583, 0.091, -0.094, -0.242, 0.574, -0.410, 0.541, -0.174, -0.752, 0.127, 0.118, 0.093, 0.090, 0.080, 0.085, 0.097, -0.013, 0.011, 0.000, -0.021, 0.081, 0.076, 0.092, 0.100, -0.081, -0.283, -0.160, -0.272, -0.066, 0.082, 0.076, 0.066, 0.118, 0.107, 0.109, 0.107, 0.071, 0.070, 0.061, -0.079, -0.278, -0.161, -0.284, -0.082, 0.084, 0.068, 0.061, 0.119, 0.109, 0.105, 0.118, 0.066, 0.075, 0.082, -0.084, -0.287, -0.157, -0.276, -0.073, 0.080, 0.075, 0.065, 0.117, 0.107, 0.111, 0.096, 0.067, 0.066, 0.087]
}